C10H10BCl3F2IrN3O | wB97M-V/def2-TZVPD

Results
- Lowest unoccupied orbital energy: -8.00 eV
- HOMO level: -17.0 eV
- Energy relative to the best compared isomer or geometry (same formula, charge and spin): 0.0 kJ/mol
- Kohn-Sham gap: 9.00 eV
- Net charge: +2
- 2S+1: 1

Last column: Mulliken charge in e.
Element x y z (Å)
Ir -0.490 -1.286 0.250  1.216
C 3.787 -2.134 0.217  -1.162
C 2.549 -1.372 0.526  0.924
O 1.440 -1.852 0.153  -0.581
N 2.626 -0.216 1.168  0.050
C 1.476 0.577 1.580  -1.898
C 0.775 1.287 0.442  1.260
C 1.065 2.597 0.128  -0.782
C 0.388 3.228 -0.908  -0.337
C -0.583 2.524 -1.597  -0.874
C -0.840 1.214 -1.246  0.018
N -0.165 0.608 -0.254  -0.170
H 3.627 -3.183 0.458  0.356
H 4.653 -1.756 0.756  0.362
H 3.975 -2.066 -0.856  0.313
H 3.542 0.093 1.459  0.283
H 1.831 1.323 2.287  0.593
H 0.775 -0.054 2.143  0.332
H 1.815 3.125 0.702  0.453
H 0.613 4.254 -1.163  0.457
H -1.145 2.971 -2.404  0.433
H -1.583 0.629 -1.763  0.540
F -0.965 -3.369 -1.579  -0.134
B -0.779 -2.073 -1.582  0.361
F -0.773 -1.369 -2.686  -0.171
Cl -5.735 -0.917 -0.900  -0.042
C -5.021 -0.554 0.668  0.849
Cl -5.239 1.139 1.106  -0.050
Cl -5.608 -1.634 1.921  -0.039
C -3.567 -0.778 0.536  0.155
N -2.442 -0.955 0.436  -0.714

C10H10BClF4Ru | wB97M-V/def2-TZVPD

Results
- Lowest unoccupied orbital energy (spin up / spin down): 3.45 / 1.14 eV
- HOMO level (spin up / spin down): -3.2 / -4.7 eV
- Energy relative to the best compared isomer or geometry (same formula, charge and spin): 0.0 kJ/mol
- ⟨S²⟩: 8.783
- Kohn-Sham gap (spin up / spin down): 6.64 / 5.84 eV
- Net charge: -1
- 2S+1: 6

Last column: Löwdin spin population.
Element x y z (Å)
C 1.989 -3.161 -0.147  0.096
C 1.058 -3.030 -1.195  0.123
C -0.048 -2.240 -0.761  0.100
H 1.140 -3.486 -2.164  0.005
C 0.272 -1.790 0.575  0.023
C 1.553 -2.355 0.947  0.067
H 2.158 -2.092 1.807  0.008
H 2.916 -3.728 -0.176  0.005
H -1.014 -2.093 -1.285  0.006
H -0.359 -1.094 1.146  0.004
Ru 1.752 -0.672 -0.580  3.161
Cl 1.609 0.487 -2.446  0.262
C -1.735 2.831 0.000  0.125
C -2.316 1.892 0.888  0.156
C -2.948 0.890 0.106  0.316
H -2.340 1.978 1.980  0.004
C -2.537 1.053 -1.248  0.008
C -1.744 2.248 -1.307  0.355
H -1.193 2.621 -2.163  0.018
H -1.315 3.789 0.274  0.002
H -3.707 0.191 0.473  0.016
H -2.666 0.334 -2.054  -0.006
F 0.659 0.822 1.738  0.006
B 1.827 1.577 1.526  0.005
F 2.837 0.566 0.725  0.128
F 1.635 2.627 0.665  0.002
F 2.514 1.837 2.676  0.003